[1]
# C3H7N

C3H7N in the gas phase (the ωB97M-V functional and the def2-TZVPD basis, the Open Molecules 2025 dataset).

Last column: Löwdin charge in e.
Atoms and positions in Å:
H1 1.485 -1.561 0.639  0.121
H2 0.558 0.860 -1.284  0.114
C1 0.304 -0.226 -1.069  -0.118
H3 -0.826 1.078 1.387  0.034
C2 1.059 -0.525 0.292  -0.089
H4 1.560 0.260 0.744  0.050
N1 -0.839 0.996 0.456  0.016
H5 -1.084 -1.097 0.443  0.134
C3 -0.452 -0.230 0.212  -0.545
H6 -1.677 1.498 -0.006  0.154
H7 -0.086 -1.053 -1.814  0.129

Output
- HOMO-LUMO gap (eV) = 10.05
- total energy (eV) = -4711.84763
- HOMO energy (hartree) = -0.32208
- SMILES = NC1CC1



[2]
# C3H7N2

A molecular structure, C3H7N2 (the ωB97M-V functional and the def2-TZVPD basis, the Open Molecules 2025 dataset).

Last column: Löwdin charge in e.
Atoms and positions in Å:
H1 -2.290 1.153 -0.285  0.097
C1 -1.562 0.436 0.125  -0.133
C2 1.139 0.934 0.215  0.231
H2 -2.171 -0.525 0.138  0.130
H3 -1.465 0.809 1.203  0.123
H4 2.495 -0.662 0.338  0.198
H5 1.762 1.780 0.537  0.146
H6 0.750 -1.231 -1.519  0.185
N1 -0.397 0.229 -0.572  -0.040
N2 1.536 -0.289 0.174  0.097
C3 0.363 -0.929 -0.453  -0.178
H7 -0.160 -1.705 0.101  0.144

Output
- HOMO-LUMO gap (eV) = 9.23
- total energy (eV) = -6193.48541
- HOMO energy (hartree) = -0.53827
- charge = +1



[3]
# C3H7N2

A gas-phase ion, C3H7N2 (charge +1) (the ωB97M-V functional and the def2-TZVPD basis, the Open Molecules 2025 dataset).

Last column: Löwdin charge in e.
Atoms and positions in Å:
H1 1.184 1.041 1.173  0.145
N1 -0.974 1.808 0.813  0.113
C1 -1.309 1.136 -0.225  -0.080
C2 -0.461 -0.090 0.057  -0.248
H2 -2.045 1.308 -0.974  0.113
H3 1.417 0.082 -1.071  0.234
N2 0.613 -0.625 -0.820  0.209
C3 0.031 0.783 1.306  -0.105
H4 0.052 0.671 2.400  0.117
H5 0.157 -0.710 -1.696  0.153
H6 0.938 -1.453 -0.353  0.166
H7 -0.899 -1.074 0.465  0.182

Output
- HOMO-LUMO gap (eV) = 10.37
- total energy (eV) = -6194.94035
- HOMO energy (hartree) = -0.54187
- SMILES = [NH3+][C@@H]1C=NC1
- charge = +1



[4]
# C3H7N2

A gas-phase ion, C3H7N2 (charge +1) (the ωB97M-V functional and the def2-TZVPD basis, the Open Molecules 2025 dataset).

Last column: Löwdin charge in e.
Atoms and positions in Å:
H1 -1.159 1.948 -0.988  0.138
N1 -0.774 1.326 -0.299  0.130
N2 -0.859 -1.102 0.147  0.203
H2 3.301 -0.027 0.887  0.076
H3 -1.835 -0.953 0.436  0.150
C1 2.266 0.085 0.577  0.185
H4 -0.736 -1.992 -0.250  0.116
C2 -0.069 0.276 -0.589  -0.333
H5 -0.326 -1.082 1.059  0.151
C3 1.225 0.061 0.015  -0.108
H6 -1.091 1.476 0.633  0.126
H7 0.057 -0.016 -1.628  0.166

Output
- HOMO-LUMO gap (eV) = 11.54
- total energy (eV) = -6195.23007
- HOMO energy (hartree) = -0.55288
- SMILES = C#C[C@H](N)[NH3+]
- charge = +1



[5]
# C3H7N2

2 unconnected molecules or ions with the total composition C3H7N2 (the ωB97M-V functional and the def2-TZVPD basis, the Open Molecules 2025 dataset).

Last column: Löwdin charge in e.
Atoms and positions in Å:
C1 -2.086 -0.583 -0.522  0.401
H1 -1.820 -1.524 -0.137  0.047
C2 0.927 1.380 0.551  0.043
N1 -0.032 0.344 -0.005  0.124
H2 -2.563 -0.020 0.155  0.016
H3 1.649 -1.489 -1.161  0.120
C3 1.179 0.050 -0.112  -0.373
N2 2.035 -0.734 -0.674  0.251
H4 2.988 -0.637 -0.556  0.114
H5 -2.156 -0.492 -1.564  0.053
H6 0.741 1.435 1.598  0.090
H7 1.283 2.306 0.084  0.113

Output
- HOMO-LUMO gap (eV) = 8.26
- total energy (eV) = -6193.35403
- HOMO energy (hartree) = -0.53169
- charge = +1



[6]
# C3H7N2

2 unconnected molecules or ions with the total composition C3H7N2 (the ωB97M-V functional and the def2-TZVPD basis, the Open Molecules 2025 dataset).

Last column: Löwdin charge in e.
Atoms and positions in Å:
N1 -0.182 0.360 2.118  0.022
C1 -0.677 1.357 2.731  0.006
N2 -0.313 -0.545 -1.627  0.059
H1 -0.251 1.654 3.627  0.066
H2 -0.486 0.196 0.561  0.078
C2 -0.581 -0.275 -0.559  0.247
C3 -0.009 -0.954 -2.959  -0.010
H3 -0.006 -2.120 -3.010  0.151
H4 -0.833 -0.648 -3.588  0.105
H5 1.004 -0.698 -3.230  0.105
H6 -1.710 1.636 2.704  0.088
H7 0.750 0.126 2.410  0.083

Output
- HOMO-LUMO gap (eV) = 11.46
- total energy (eV) = -6195.29056
- HOMO energy (hartree) = -0.56388
- charge = +1



[7]
# C3H7N2

A gas-phase ion, C3H7N2 (charge +1) (the ωB97M-V functional and the def2-TZVPD basis, the Open Molecules 2025 dataset).

Last column: Löwdin charge in e.
Atoms and positions in Å:
H1 1.534 -1.270 0.763  0.151
H2 -0.321 0.992 -2.208  0.174
N1 -0.572 -0.643 1.013  0.190
H3 -0.195 -0.326 1.992  0.237
N2 0.472 1.467 -0.018  0.125
C1 0.014 0.127 -0.113  -0.432
H4 -1.539 1.418 -0.825  0.122
H5 1.423 1.562 -0.252  0.113
C2 0.615 -1.149 0.159  0.064
H6 -1.379 -1.262 0.813  0.192
C3 -0.503 1.141 -1.047  -0.035
H7 0.452 -2.057 -0.278  0.099

Output
- HOMO-LUMO gap (eV) = 11.42
- total energy (eV) = -6194.75725
- HOMO energy (hartree) = -0.55350
- SMILES = C1N[C@]12C[NH2+]2
- charge = +1



[8]
# C3H7N2

2 unconnected molecules or ions with the total composition C3H7N2 (the ωB97M-V functional and the def2-TZVPD basis, the Open Molecules 2025 dataset).

Last column: Löwdin charge in e.
Atoms and positions in Å:
C1 -0.287 0.394 -0.586  -0.253
C2 2.746 -0.061 0.377  -0.014
C3 1.806 0.332 -0.278  -0.034
H1 -0.980 -1.628 -0.561  0.149
H2 -0.460 0.700 -1.614  0.153
N1 -0.986 1.222 0.172  0.110
H3 3.552 -0.347 1.017  0.024
N2 -0.425 -0.980 -0.087  0.213
H4 0.487 -1.472 -0.029  0.151
H5 -0.675 -0.757 0.938  0.208
H6 -1.371 2.108 -0.160  0.150
H7 -1.014 1.095 1.194  0.142

Output
- HOMO-LUMO gap (eV) = 9.94
- total energy (eV) = -6192.86840
- HOMO energy (hartree) = -0.51774
- charge = +1



[9]
# C3H7N2O

A gas-phase ion, C3H7N2O (charge +1) (the ωB97M-V functional and the def2-TZVPD basis, the Open Molecules 2025 dataset).

Last column: Löwdin charge in e.
Atoms and positions in Å:
H1 1.814 0.925 0.323  0.217
N1 -0.239 1.268 0.908  0.074
H2 -2.073 1.582 0.304  0.146
C1 -1.485 0.739 0.626  -0.102
O1 -1.225 -0.305 -0.389  0.058
H3 -0.107 2.063 1.535  0.189
H4 1.905 -1.091 -1.221  0.093
H5 0.940 -2.255 -0.419  0.075
N2 0.190 -0.381 -0.368  -0.080
C2 0.724 0.577 0.272  -0.026
H6 0.492 -1.934 -2.010  0.137
C3 0.923 -1.468 -1.085  0.077
H7 -1.861 0.280 1.524  0.141

Output
- HOMO-LUMO gap (eV) = 10.49
- total energy (eV) = -8242.70092
- HOMO energy (hartree) = -0.52123
- SMILES = CN1C=[NH+]CO1
- charge = +1



[10]
# C3H7N2O

A gas-phase ion, C3H7N2O (charge +1) (the ωB97M-V functional and the def2-TZVPD basis, the Open Molecules 2025 dataset).

Last column: Löwdin charge in e.
Atoms and positions in Å:
H1 -1.775 0.177 -0.535  0.202
H2 -1.245 1.207 0.661  0.195
H3 0.613 1.464 -0.700  0.141
H4 2.012 -0.907 -0.095  0.143
H5 0.259 -0.085 -1.494  0.140
C1 0.317 0.429 -0.534  -0.060
O1 -0.494 -1.940 0.492  0.102
H6 -1.636 -0.769 2.021  0.227
N1 -1.020 0.351 0.144  0.151
N2 0.445 -1.160 1.257  0.032
H7 1.788 0.363 1.113  0.143
C2 1.267 -0.309 0.427  -0.101
C3 -0.890 -0.807 1.092  -0.316

Output
- HOMO-LUMO gap (eV) = 11.35
- total energy (eV) = -8242.36611
- HOMO energy (hartree) = -0.55722
- SMILES = C1CN2O[C@@H]2[NH2+]1
- charge = +1



[11]
# C3H7N2O

A gas-phase ion, C3H7N2O (charge +1) (the ωB97M-V functional and the def2-TZVPD basis, the Open Molecules 2025 dataset).

Last column: Löwdin charge in e.
Atoms and positions in Å:
H1 -0.928 1.506 -0.448  0.165
N1 -0.043 0.068 -1.807  0.116
H2 1.755 -0.501 0.684  0.061
C1 0.836 -1.100 0.750  -0.007
H3 0.737 1.251 -0.503  0.136
O1 1.024 -1.918 -2.513  0.269
H4 -0.272 0.548 1.472  0.236
N2 -0.279 -0.151 0.597  -0.084
H5 -1.203 -0.529 0.695  0.172
H6 0.776 -2.138 1.299  0.115
C2 -0.179 0.720 -0.524  -0.157
H7 -0.606 0.255 -2.625  0.188
C3 0.564 -1.077 -1.894  -0.210

Output
- HOMO-LUMO gap (alpha / beta) (eV) = 8.12 / 8.12
- total energy (eV) = -8241.22186
- HOMO energy (alpha / beta) (hartree) = -0.45458 / -0.45463
- charge = +1



[12]
# C3H7N2O

A gas-phase ion, C3H7N2O (charge +1) (the ωB97M-V functional and the def2-TZVPD basis, the Open Molecules 2025 dataset).

Last column: Löwdin charge in e.
Atoms and positions in Å:
H1 0.720 -1.262 -1.553  0.204
C1 -0.175 0.565 -0.485  -0.469
H2 -1.007 0.697 1.581  0.195
H3 -2.228 0.321 0.503  0.163
H4 2.098 -1.858 0.424  0.172
O1 0.780 1.395 -0.278  0.006
C2 0.245 -0.886 -0.532  -0.054
H5 -0.450 -1.534 -0.113  0.100
H6 -1.784 1.715 0.576  0.154
C3 1.534 -0.939 0.204  -0.204
H7 -0.617 0.932 -1.393  0.164
N1 2.219 0.041 0.484  0.336
N2 -1.333 0.813 0.581  0.233

Output
- HOMO-LUMO gap (alpha / beta) (eV) = 8.96 / 9.68
- total energy (eV) = -8241.20786
- HOMO energy (alpha / beta) (hartree) = -0.54474 / -0.55955
- charge = +1



[13]
# C3H7N2O

2 unconnected molecules or ions with the total composition C3H7N2O (the ωB97M-V functional and the def2-TZVPD basis, the Open Molecules 2025 dataset).

Last column: Löwdin charge in e.
Atoms and positions in Å:
N1 0.456 0.554 0.024  0.096
H1 1.259 -3.502 1.505  0.051
O1 0.973 -4.221 0.883  -0.062
H2 0.969 0.460 -1.973  0.131
H3 -1.000 2.070 -2.192  0.115
H4 0.909 -4.929 1.490  0.010
H5 1.238 -0.145 0.262  0.219
C1 -1.257 2.087 -0.066  0.064
N2 -0.662 1.780 -1.366  0.135
C2 -0.567 1.237 0.775  0.004
H6 -0.719 0.956 1.828  0.141
H7 -1.909 2.832 0.123  0.095
C3 0.310 0.821 -1.291  0.000

Output
- HOMO-LUMO gap (eV) = 10.35
- total energy (eV) = -8244.72032
- HOMO energy (hartree) = -0.52279
- charge = +1



[14]
# C3H7N2O2

A molecular structure, C3H7N2O2 (the ωB97M-V functional and the def2-TZVPD basis, the Open Molecules 2025 dataset).

Last column: Löwdin charge in e.
Atoms and positions in Å:
H1 -1.894 1.715 -1.787  -0.047
H2 -1.140 -0.224 -1.267  0.136
N1 -1.146 1.044 -1.799  -0.068
H3 -1.662 1.403 0.145  0.104
O1 2.372 -0.499 1.837  -0.089
H4 0.715 1.164 -0.116  0.108
N2 0.637 -0.946 0.310  -0.013
C1 1.978 -1.268 0.930  -0.741
C2 -1.320 0.410 -0.198  -0.289
H5 -1.880 -0.411 0.292  0.113
O2 2.587 -2.276 0.435  -0.131
H6 0.017 0.783 1.466  0.120
H7 0.612 -1.282 -0.656  0.098
C3 0.123 0.387 0.408  -0.301

Output
- HOMO-LUMO gap (eV) = 7.49
- total energy (eV) = -10296.41810
- HOMO energy (hartree) = -0.15235
- charge = -1



[15]
# C3H7N2O2

2 unconnected molecules or ions with the total composition C3H7N2O2 (the ωB97M-V functional and the def2-TZVPD basis, the Open Molecules 2025 dataset).

Last column: Löwdin charge in e.
Atoms and positions in Å:
H1 3.266 0.216 -0.932  0.158
C1 -0.408 -0.060 0.832  0.049
N1 -1.218 0.594 0.077  -0.019
H2 -0.406 -1.203 0.968  0.153
C2 1.793 -0.216 0.022  -0.170
N2 2.238 -0.689 1.032  -0.068
H3 -2.895 0.692 -0.930  0.090
H4 -1.606 0.463 -1.983  0.125
H5 -1.298 1.611 0.213  0.187
H6 0.224 0.200 1.789  0.155
C3 -2.017 0.100 -1.023  -0.016
O1 2.585 -1.346 1.967  0.143
H7 -2.566 -0.798 -1.014  0.097
O2 2.308 0.438 -1.018  0.116

Output
- HOMO-LUMO gap (eV) = 8.71
- total energy (eV) = -10286.75740
- HOMO energy (hartree) = -0.51871
- charge = +1



[16]
# C3H7N2O2

A gas-phase ion, C3H7N2O2 (charge +1) (the ωB97M-V functional and the def2-TZVPD basis, the Open Molecules 2025 dataset).

Last column: Löwdin charge in e.
Atoms and positions in Å:
O1 2.886 0.356 -0.041  0.225
H1 1.567 2.274 0.545  0.100
H2 0.679 -1.940 -0.281  0.112
C1 0.748 1.822 -0.044  0.005
C2 -0.436 -0.349 0.041  -0.012
N1 -0.451 -1.813 -0.088  0.145
H3 -1.319 0.243 -0.172  0.150
O2 1.985 -1.596 0.096  0.105
H4 -0.506 -2.312 0.935  0.250
H5 -0.271 2.152 0.481  0.143
H6 0.765 2.181 -1.070  0.098
H7 -1.144 -2.157 -0.775  0.175
C3 0.696 0.296 0.017  -0.183
N2 1.982 -0.370 0.041  -0.313

Output
- HOMO-LUMO gap (eV) = 10.45
- total energy (eV) = -10288.28333
- HOMO energy (hartree) = -0.58578
- SMILES = C/C(=C/[NH3+])[N+](=O)[O-]
- charge = +1



[17]
# C3H7N2O2

A molecular structure, C3H7N2O2 (the ωB97M-V functional and the def2-TZVPD basis, the Open Molecules 2025 dataset).

Last column: Löwdin charge in e.
Atoms and positions in Å:
H1 0.564 -1.382 0.946  0.188
O1 3.378 0.056 0.521  0.136
C1 -0.787 0.077 0.436  -0.075
N1 2.735 -0.616 -0.191  0.009
H2 -0.584 2.256 0.136  0.157
H3 -0.341 1.220 -1.394  0.151
H4 -0.035 -1.554 -0.609  0.191
H5 1.306 -0.263 -1.961  0.274
C2 -0.255 1.290 -0.263  -0.133
N2 0.285 -0.885 0.104  0.160
H6 -1.654 -0.082 -0.083  0.112
O2 1.181 1.215 -0.184  -0.040
C3 1.437 -0.069 -0.598  -0.302
H7 -1.034 0.363 1.486  0.173

Output
- HOMO-LUMO gap (eV) = 9.09
- total energy (eV) = -10287.94056
- HOMO energy (hartree) = -0.52012
- charge = +1



[18]
# C3H7N2O2P

A molecular structure, C3H7N2O2P (the ωB97M-V functional and the def2-TZVPD basis, the Open Molecules 2025 dataset).

Last column: Löwdin charge in e.
Atoms and positions in Å:
C1 -1.228 0.048 -0.263  -0.248
C2 -1.318 1.391 -0.132  -0.271
N1 2.118 1.711 0.158  -0.209
C3 -1.473 -0.827 0.897  -0.090
H1 2.173 2.190 -0.756  0.040
H2 -1.318 -0.346 1.980  0.140
H3 1.717 2.430 0.920  0.080
H4 -1.721 -0.124 -1.200  0.141
N2 -1.279 2.510 0.086  0.210
O1 2.629 -0.889 0.033  -0.248
P1 1.470 0.152 0.497  0.660
H5 2.697 -1.071 -0.855  -0.002
O2 0.520 -0.198 -0.774  -0.359
H6 -2.545 -1.290 0.962  0.129
H7 -0.848 -1.599 0.728  0.025

Output
- HOMO-LUMO gap (eV) = 8.78
- total energy (eV) = -19587.05663
- HOMO energy (hartree) = -0.33542



[19]
# C3H7N2O2S

2 unconnected molecules or ions with the total composition C3H7N2O2S (the ωB97M-V functional and the def2-TZVPD basis, the Open Molecules 2025 dataset).

Last column: Löwdin charge in e.
Atoms and positions in Å:
H1 -0.109 -2.548 0.462  0.121
H2 -0.099 2.059 -0.060  0.061
H3 3.392 -1.981 0.808  0.130
N1 1.698 -3.119 0.599  -0.277
C1 1.081 -0.770 0.518  -0.571
H4 -1.376 -0.537 0.270  0.116
O1 1.311 -4.245 0.594  0.186
C2 -0.589 1.265 -0.531  -0.053
N2 -0.702 0.163 0.504  0.041
C3 0.831 -2.129 0.546  -0.118
H5 -0.612 0.434 1.486  0.138
O2 3.055 -2.938 0.561  0.111
H6 0.071 0.849 -1.244  0.052
S1 2.364 0.114 0.278  0.919
H7 -1.641 1.595 -0.908  0.145

Output
- HOMO-LUMO gap (alpha / beta) (eV) = 8.03 / 8.03
- total energy (eV) = -21122.31952
- HOMO energy (alpha / beta) (hartree) = -0.51152 / -0.51154
- charge = +1



[20]
# C3H7N2O3Si2

A gas-phase ion, C3H7N2O3Si2 (charge -1) (the ωB97M-V functional and the def2-TZVPD basis, the Open Molecules 2025 dataset).

Last column: Löwdin charge in e.
Atoms and positions in Å:
H1 -3.865 -0.113 -0.721  0.171
H2 0.866 1.311 -1.569  -0.084
H3 1.023 2.565 0.324  -0.037
Si1 3.286 -0.551 0.031  0.376
H4 2.942 -1.066 -1.318  -0.058
Si2 0.624 1.231 -0.210  0.457
N1 -1.106 -0.876 0.785  0.009
O1 -2.733 -2.406 0.228  -0.014
O2 -2.691 2.287 -0.193  -0.023
N2 -2.913 -0.093 -0.257  0.124
C1 -2.290 -1.262 0.277  -0.564
H5 4.500 0.122 0.063  -0.113
C2 -0.729 0.507 0.703  -0.250
O3 2.070 0.369 0.312  -0.539
C3 -2.318 1.134 -0.074  -0.435
H6 -0.405 -1.510 0.765  0.084
H7 3.738 -1.647 0.853  -0.105

Output
- HOMO-LUMO gap (eV) = 6.12
- total energy (eV) = -28103.61638
- HOMO energy (hartree) = -0.10197
- SMILES = O=c1[nH]c([O-])c([SiH2]O[SiH3])[nH]1
- charge = -1